DFT (ωB97M-V/def2-TZVPD) results for a cluster of 2 separate species, C6H16N2 in total in a non-equilibrium geometry.

As for the energy above the lowest of the compared OMol25 structures with the same formula, charge and spin: 7.8203 eV. The total charge is 0. As for the max |F|: 5.0 eV Å⁻¹. The gap between HOMO and LUMO is 5.866 eV.

Last column: Löwdin charge in e.
Geometry (Å):
N 1.68628 0.04807 1.47879  -0.009
C 0.64346 -0.52172 0.59439  -0.435
C 0.26990 -2.00610 0.95625  -0.271
C 1.24394 -3.02151 0.53242  -0.141
C -0.70448 0.40353 0.45377  -0.165
N -0.81690 0.92102 -0.89048  -0.232
C -2.08001 1.74055 -1.13904  -0.057
C 0.34548 1.70665 -1.33000  -0.108
H 2.06024 0.90950 0.96774  -0.015
H -0.23654 1.95146 1.72687  0.225
H 0.93802 -0.63458 -0.60510  0.163
H -0.11334 -2.06363 1.96345  0.103
H -0.63934 -2.18580 0.27317  0.119
H 2.24476 -2.71033 0.78233  0.067
H 1.06843 -3.90454 0.99438  0.026
H 1.33046 -3.31958 -0.59156  0.115
H -1.68218 -0.08531 0.70856  0.135
H -0.51320 1.30896 1.17625  -0.025
H -2.08056 2.13066 -2.17913  0.091
H -2.96551 1.16346 -1.00654  0.067
H -2.12199 2.61161 -0.49877  0.075
H 0.53792 2.67584 -0.77776  0.108
H 0.28943 1.79555 -2.40403  0.078
H 1.29573 1.08622 -1.18600  0.085

Forces on atoms 1 to 2 (eV/Å):
-1.74 0.63 -2.42
2.12 0.16 -0.13

DFT (ωB97M-V/def2-TZVPD) results for an isolated molecule of C2H5N3OS in a non-equilibrium geometry.

As for the energy above the lowest of the compared OMol25 structures with the same formula, charge and spin: 3.7342 eV. As for the SMILES: N/N=C\NSC=O. The total charge is 0. As for the max |F|: 4.5 eV Å⁻¹. The gap between HOMO and LUMO is 9.155 eV.

Last column: Löwdin charge in e.
Geometry (Å):
C 1.21300 -0.77954 0.33684  -0.265
C -1.95271 0.64656 0.43038  -0.593
H 0.36558 -0.45451 -2.76102  0.138
H 0.63654 0.83446 -1.54921  0.096
H 2.04047 -1.36299 0.85597  0.117
H 0.76871 -0.03093 2.32349  0.100
H -1.96835 -0.51122 0.66453  0.124
N 0.36624 -0.21269 -1.65087  -0.088
N 1.30655 -0.93212 -0.94698  -0.099
N 0.44396 0.03632 1.30208  -0.408
O -2.76327 1.31358 -0.08306  -0.009
S -0.45672 1.45309 1.07783  0.886

Forces on atoms 1 to 2 (eV/Å):
2.07 -0.17 0.96
1.52 -1.46 1.59

DFT (ωB97M-V/def2-TZVPD) results for a structure of composition C38H46Cl5NO3PPt in a non-equilibrium geometry.

The total charge is +3. As for the max |F|: 2.7 eV Å⁻¹. The gap between HOMO and LUMO (alpha / beta) is 2.436 / 2.470 eV.

Last column: Löwdin charge in e.
Geometry (Å):
Pt -1.40405 -0.83532 0.19278  0.810
Cl -7.75717 -3.68237 -2.06735  0.955
C -6.16562 -3.39528 -1.64263  -0.598
C -5.81843 -2.16084 -0.99239  -0.663
Cl -7.03008 -1.03059 -0.62274  0.849
C -4.51278 -1.91909 -0.67880  -0.539
Cl -4.05150 -0.47072 0.10915  0.856
C -3.45683 -2.84917 -0.98771  -0.374
O -2.26534 -2.61463 -0.73035  -0.094
C -3.85277 -4.10405 -1.61135  -0.546
Cl -2.63971 -5.22918 -1.92876  0.918
C -5.17194 -4.36390 -1.92481  -0.680
Cl -5.61293 -5.83821 -2.65144  0.828
C 3.57845 1.07548 -3.34372  -0.025
O 3.25373 -0.03770 -2.50728  -0.086
C 2.49746 -1.02809 -3.01029  -0.223
C 1.79360 -0.98357 -4.20845  0.007
C 1.07038 -2.08703 -4.62433  -0.038
C 1.03062 -3.24837 -3.85182  -0.057
C 1.69077 -3.29451 -2.64358  -0.002
C 2.43350 -2.19459 -2.21639  -0.159
N 3.28375 -2.23732 -1.10607  0.167
C 3.25119 -3.02256 -0.05586  0.034
C 2.12812 -3.66222 0.52503  -0.142
C 2.35747 -4.76156 1.37279  -0.001
C 1.35274 -5.34793 2.10371  -0.022
C 0.04938 -4.81836 2.04071  -0.023
C -0.21116 -3.72451 1.26867  -0.020
C 0.78831 -3.08074 0.46572  -0.345
O 0.57134 -2.00727 -0.17861  -0.095
H 4.05948 0.74000 -4.26341  0.114
H 4.27112 1.68573 -2.77228  0.106
H 2.68980 1.66143 -3.58580  0.086
H 1.82715 -0.10144 -4.83075  0.119
H 0.54825 -2.05067 -5.57023  0.121
H 0.51114 -4.12173 -4.21883  0.113
H 1.69479 -4.20406 -2.05859  0.128
H 4.09019 -1.62359 -1.20726  0.180
H 4.20002 -3.16303 0.45351  0.165
H 3.36048 -5.16593 1.42329  0.136
H 1.55823 -6.20581 2.72694  0.126
H -0.73705 -5.28355 2.61903  0.127
H -1.20749 -3.30740 1.20969  0.078
C -1.85588 4.65458 3.31700  -0.182
C -2.52356 4.46639 1.94782  -0.171
C -2.38956 3.02370 1.44734  -0.206
C -0.97840 2.53946 1.81634  -0.394
C -0.96428 2.26708 3.32838  -0.187
C -1.77423 3.34497 4.08953  -0.170
P -0.36295 1.12746 0.79012  1.027
C 1.25802 0.60017 1.50748  -0.422
C 1.04393 -0.31916 2.72113  -0.200
C 2.33225 -1.10137 3.03797  -0.156
C 3.57869 -0.31909 2.59692  -0.182
C 3.34884 1.17945 2.78409  -0.164
C 2.29129 1.69791 1.79398  -0.170
C 0.05422 1.78583 -0.89958  -0.389
C -1.16780 1.58932 -1.82655  -0.240
C -0.97222 2.33161 -3.14507  -0.173
C -0.89595 3.85178 -2.91978  -0.166
C -0.43477 4.21113 -1.50309  -0.175
C 0.60973 3.22065 -0.99608  -0.168
H -2.39484 5.40131 3.90065  0.123
H -0.84843 5.06782 3.19862  0.120
H -2.08959 5.16416 1.22804  0.112
H -3.58462 4.71709 2.00949  0.122
H -2.58864 2.98431 0.37606  0.082
H -3.11891 2.37300 1.93798  0.115
H -0.27801 3.35080 1.59247  0.115
H 0.05921 2.28278 3.70513  0.104
H -1.39222 1.28368 3.53818  0.115
H -1.32815 3.51700 5.06769  0.122
H -2.78748 2.97519 4.26409  0.119
H 1.64332 -0.03588 0.69921  0.091
H 0.21479 -1.00988 2.51672  0.080
H 0.76607 0.26415 3.59671  0.101
H 2.30613 -2.07719 2.55128  0.085
H 2.37958 -1.28393 4.11169  0.126
H 3.80444 -0.52042 1.54385  0.098
H 4.43792 -0.63419 3.18778  0.122
H 4.27337 1.73824 2.64515  0.124
H 3.02334 1.33954 3.81391  0.125
H 2.77093 1.98504 0.85567  0.117
H 1.83274 2.59520 2.21423  0.106
H 0.83047 1.08421 -1.23159  0.104
H -2.07825 1.96745 -1.35311  0.090
H -1.30831 0.51277 -2.01197  0.086
H -1.79271 2.10144 -3.82516  0.118
H -0.05738 1.96865 -3.62191  0.105
H -1.86719 4.31442 -3.10043  0.119
H -0.21654 4.28676 -3.65435  0.119
H -1.28986 4.22763 -0.82370  0.089
H -0.01913 5.21863 -1.49967  0.128
H 1.00967 3.55681 -0.03865  0.097
H 1.44429 3.22581 -1.70114  0.122

Forces on atoms 1 to 2 (eV/Å):
0.57 -0.72 -0.60
0.70 0.16 0.22

DFT (ωB97M-V/def2-TZVPD) results for a cluster of 2 separate species, C9H14 in total in a non-equilibrium geometry.

As for the energy above the lowest of the compared OMol25 structures with the same formula, charge and spin: 2.2289 eV. The total charge is +1. The spin multiplicity is 2. As for the max |F|: 6.6 eV Å⁻¹. Its expectation value of S² is 0.769. The gap between HOMO and LUMO (alpha / beta) is 10.042 / 6.268 eV.

Last column: Mulliken spin population.
Geometry (Å):
C 1.10815 -1.21661 1.71666  0.043
C 1.23416 2.16196 0.28622  -0.016
C -0.11409 2.62753 0.52359  0.320
C 1.59818 0.97166 0.69161  0.143
C 0.60546 0.10181 1.33671  0.192
C -1.13116 1.73764 0.96608  0.114
C -0.66593 0.50058 1.50763  0.111
H 1.96666 2.84108 -0.23210  0.000
H -0.37092 3.57527 0.02125  0.010
H 2.60165 0.61218 0.95323  -0.001
H -2.16583 1.97010 0.81286  0.006
H 1.56953 -1.00870 2.88061  0.065
H 1.71778 -1.60193 1.04412  0.001
H -1.51941 0.01404 2.12088  -0.001
H 0.37359 -1.99544 1.62756  0.002
C -0.57958 -0.68077 -1.97919  0.005
C -1.09611 -2.11597 -2.04607  0.000
H -0.79467 -0.24226 -0.99104  0.009
H 0.49393 -0.57056 -2.07328  -0.003
H -1.18170 -0.21186 -2.70777  0.001
H -0.37753 -2.69979 -2.59334  0.000
H -1.95961 -2.08838 -2.72776  0.000
H -1.31257 -2.68159 -1.13848  0.000

Forces on atoms 1 to 2 (eV/Å):
-2.16 1.66 4.99
0.07 3.37 -1.18

- The highest total charge belongs to which entry?
  C38H46Cl5NO3PPt